[1]
A cluster of 2 separate species, C5H11NO2 in total. Source: the Open Molecules 2025 dataset; level of theory: ωB97M-V/def2-TZVPD.

ΔE to the lowest compared entry with this formula, charge and spin ... 68.02 kcal per mole
SMILES ... C=C(N)CCC=O.O
Total charge ... 0

The geometry in XYZ format:
```
19
Properties=species:S:1:pos:R:3:forces:R:3
O 2.03216 -2.64099 1.26274 -0.300 0.677 0.420
C 0.92062 -2.16246 1.22282 0.357 -1.592 1.074
C 0.12779 -2.17302 -0.01834 2.495 1.474 -3.014
C -0.67163 -0.87062 -0.15441 2.366 0.876 -4.890
C 0.06184 0.42284 -0.80895 1.082 -1.932 1.962
C -0.56300 1.33878 -1.52785 -2.125 -0.759 0.524
N 1.41211 0.62306 -0.45170 0.288 1.041 0.255
H 0.38618 -1.85411 2.16685 0.438 0.186 -0.404
H 0.96886 -2.30803 -0.82962 -1.707 0.445 1.134
H -0.41888 -3.07601 -0.11951 -0.969 -0.762 0.297
H -1.55465 -0.87546 -0.74645 -0.889 -0.796 -0.306
H -0.89384 -0.64151 0.78132 -1.380 1.557 4.245
H -0.22281 2.30680 -1.75578 0.991 0.795 -0.366
H -1.64904 1.28551 -1.57064 0.062 -0.370 -0.445
H 1.61584 1.62560 -0.32053 0.005 -0.951 -0.268
H 1.93717 0.06981 0.22362 -0.762 -0.088 -0.387
H -1.66444 2.36232 0.57661 0.945 0.491 0.847
H -0.64383 3.36476 1.40663 0.521 -0.630 1.542
O -1.18045 3.20273 0.66320 -1.418 0.340 -2.221
```
Positions in Å, forces in eV/Å.

---

[2]
A structure of composition C6H8O6Rb. Source: the Open Molecules 2025 dataset; level of theory: ωB97M-V/def2-TZVPD.

ΔE to the lowest compared entry with this formula, charge and spin ... 5.65 kcal per mole
Total charge ... -1

The geometry in XYZ format:
```
21
Properties=species:S:1:pos:R:3:forces:R:3
O 1.93466 -1.06296 0.07040 -0.074 -0.375 -0.575
C 2.50517 0.03358 0.71320 0.344 0.046 0.790
O 2.91106 -0.10744 1.87043 -0.250 -0.010 -0.198
O 2.53911 1.04502 -0.03070 0.261 0.343 -0.159
C 1.12242 -1.98387 0.79899 -0.104 0.303 0.142
H 1.67799 -2.91234 1.00820 -0.013 0.170 0.003
H 0.82710 -1.51228 1.74711 0.106 -0.198 -0.171
C -0.12069 -2.25144 -0.04929 -0.483 0.444 0.252
H 0.17696 -2.87741 -0.91863 0.115 0.296 -0.231
H -0.75293 -2.95818 0.53124 -0.103 0.190 0.138
O -0.78381 -1.07727 -0.38596 0.210 -0.115 0.022
Rb 0.76567 0.64471 -1.92759 -0.311 -0.474 0.364
O -3.16395 0.33489 0.35388 0.972 0.018 -0.567
C -2.64972 -0.82206 0.84585 -1.320 -0.240 0.787
C -2.58618 1.49435 1.01030 -0.049 -0.026 -0.035
O -2.23102 -0.51330 2.10293 0.938 -0.079 -0.691
C -1.80476 0.86917 2.16062 0.099 0.040 0.045
H -3.41349 2.13266 1.34260 0.184 -0.042 -0.084
H -1.95599 2.03672 0.28377 -0.233 -0.215 0.352
H -2.06982 1.26639 3.14578 0.044 -0.058 -0.197
H -0.71501 0.90696 2.01667 -0.331 -0.019 0.013
```
Positions in Å, forces in eV/Å.

---

[3]
A cluster of 6 separate species, C14H26F9NO11S3 in total. Source: the Open Molecules 2025 dataset; level of theory: ωB97M-V/def2-TZVPD.

Total charge ... -2

The geometry in XYZ format:
```
64
Properties=species:S:1:pos:R:3:forces:R:3
O -0.18680 0.67553 0.60561 -1.055 -0.079 3.025
H -0.49767 -0.18793 0.32382 -0.311 -3.398 -1.156
H 0.52976 0.99220 0.05076 2.010 0.497 -1.837
H -0.94957 1.25542 0.66481 -0.484 0.919 -0.379
C -3.26866 -1.87790 -1.18112 -1.049 0.150 -0.141
C -2.36903 -1.72408 0.03157 1.771 -0.037 0.361
C -2.94433 -2.46478 1.32106 0.820 -1.136 -1.822
O -1.02786 -1.91605 -0.27378 -1.691 0.814 1.093
H -3.13213 -1.10379 -1.93624 0.572 0.113 0.024
H -4.29634 -1.71521 -0.85631 -0.607 -0.219 0.059
H -3.22237 -2.82111 -1.72547 0.269 -0.273 0.332
H -2.50665 -0.68946 0.34576 -0.464 1.299 0.113
H -3.01252 -3.50653 1.00769 -0.111 -0.441 0.094
H -3.95965 -2.17644 1.59325 0.053 0.428 0.285
H -2.19614 -2.49018 2.11332 -0.256 0.539 0.134
C 3.93121 -0.15790 -0.37700 -2.130 1.230 -0.894
F 4.68687 0.97320 -0.55281 -0.391 -0.303 0.121
F 4.65856 -1.17181 -0.70993 0.661 -0.870 0.132
F 3.54474 -0.19611 0.90344 0.519 -0.002 -0.269
S 2.27991 -0.18552 -1.43814 -1.906 -2.834 -1.995
O 1.54625 1.06101 -1.06481 1.137 0.471 0.086
O 2.55377 -0.25184 -2.89437 0.827 1.078 2.186
O 1.57334 -1.39309 -0.99323 1.733 2.262 0.264
C 2.79422 -6.36473 -1.52700 -1.141 1.870 0.143
F 3.76044 -7.17021 -1.82318 2.449 -1.152 0.426
F 2.08089 -6.33274 -2.63864 -0.964 0.964 -1.082
F 2.01779 -6.89489 -0.61370 -0.190 -0.561 1.076
S 3.33447 -4.56611 -0.95841 -1.029 3.123 -1.510
O 4.62662 -4.68187 -0.26916 -1.904 -0.751 -0.752
O 3.35129 -3.71845 -2.17238 -0.022 -2.311 1.710
N 1.86014 -4.00700 -0.09279 3.530 -1.628 -0.027
S 2.42378 -4.03080 1.42197 1.094 0.259 0.528
O 2.57494 -5.39524 1.95104 -0.373 1.383 0.114
O 3.54593 -3.10191 1.65994 -1.682 -1.079 0.200
C 1.05649 -3.20131 2.46555 -0.639 -0.014 -0.181
F 1.50591 -3.20588 3.75154 -0.237 -0.020 -0.678
F 0.86458 -1.89715 2.12526 -0.140 -1.958 0.419
F -0.12746 -3.92889 2.48534 1.549 1.403 -0.254
C 1.71508 5.32967 0.72611 1.517 0.468 -1.259
C 0.82292 5.43570 1.88517 -1.707 -0.183 1.538
C -0.21624 4.32608 1.67706 1.740 0.182 -0.692
O 0.59204 3.27040 1.08562 -0.140 0.164 0.488
C 1.69288 3.84108 0.31654 -1.138 1.182 0.428
H 2.73254 5.59782 1.01068 0.117 0.057 0.003
H 1.49432 6.00875 -0.09742 -0.455 -0.079 -0.081
H 0.29075 6.37019 2.06298 0.280 0.337 -0.223
H 1.36440 5.19789 2.80078 0.055 0.008 0.094
H -0.98862 4.66094 0.98467 -0.196 -0.140 -0.203
H -0.67537 4.07377 2.63291 0.081 -0.697 -0.197
H 1.44672 3.71929 -0.73830 0.371 -0.229 0.039
H 2.68813 3.47263 0.56518 -0.520 -1.008 0.008
C -4.16125 2.03452 -1.26092 -0.136 0.501 -1.665
C -2.99245 1.94851 -2.22580 0.059 -0.338 -0.833
C -1.84071 2.54210 -1.46746 0.381 0.237 -0.671
O -2.12356 2.19332 -0.14569 0.717 -0.771 1.840
C -3.49802 2.05007 0.07720 -1.481 0.700 0.208
H -4.84736 1.20767 -1.44436 -0.147 0.206 0.236
H -4.61241 3.00653 -1.46029 -0.606 -0.130 0.132
H -3.17777 2.47031 -3.16467 -0.026 -0.174 -0.095
H -2.78858 0.89347 -2.40864 0.246 0.097 -0.233
H -1.72618 3.62516 -1.51167 -0.446 0.422 -0.265
H -0.87659 2.16253 -1.80583 0.072 -0.425 0.392
H -3.86853 2.95502 0.55874 0.108 0.015 0.678
H -3.85115 1.17602 0.62440 1.038 -0.144 0.388
```
Positions in Å, forces in eV/Å.

---

[4]
An isolated molecule of C19H20O10. Source: the Open Molecules 2025 dataset; level of theory: ωB97M-V/def2-TZVPD.

ΔE to the lowest compared entry with this formula, charge and spin ... 0.52 kcal per mole
SMILES ... COc1c2ccoc2cc2oc(CO[C@@H]3O[C@H](CO)[C@@H](O)[C@H](O)[C@H]3O)cc(=O)c12
Total charge ... 0

The geometry in XYZ format:
```
49
Properties=species:S:1:pos:R:3:forces:R:3
O 2.15877 2.81911 -1.02680 0.127 -1.684 0.775
O 1.07714 0.01276 1.78866 -0.910 1.194 0.365
O 4.67545 -2.89476 0.68469 0.880 0.818 -0.100
O 4.53625 1.22093 -1.52352 -0.602 -0.476 0.390
O -5.43794 2.12427 -0.95086 0.540 0.203 0.310
O -1.57590 0.44106 2.65987 -0.988 0.206 -1.166
O -4.08706 -2.68640 -0.04005 -0.049 0.190 -0.112
O -2.31963 -2.14732 2.10265 -0.112 0.529 0.296
O -3.95570 -0.87607 -2.16327 0.106 1.051 0.004
O -2.87648 1.23245 0.72333 0.088 -0.938 1.078
C 1.93526 1.94105 -0.16803 0.457 2.241 -1.394
C 5.78008 -2.66195 -0.10273 1.052 1.373 -1.679
C 0.87985 2.19856 0.76831 -1.658 -1.719 2.372
C 5.72109 -1.45155 -0.76006 0.719 -1.706 -0.009
C 0.47768 1.24209 1.71004 1.012 2.445 -1.987
C 2.81906 -1.41519 1.26629 -0.622 -1.042 1.041
C 2.17121 -0.21794 1.01933 1.477 -0.057 -0.987
C 3.97809 -1.73165 0.57721 -2.066 0.120 0.318
C 3.88630 0.37693 -0.64849 -0.395 -0.448 0.606
C 2.67335 0.70075 0.03881 0.826 -0.615 -0.299
C 4.49658 -0.86574 -0.36253 -0.100 1.492 -0.043
C 4.31470 0.88995 -2.89133 -0.309 -0.561 -0.730
C -0.64476 1.52965 2.69376 0.273 -1.021 -0.633
C -4.05346 2.04239 -1.30255 -0.445 -0.963 0.226
C -2.09797 0.14850 1.33983 -0.137 1.129 0.316
C -3.25446 -1.53532 -0.00197 -0.298 0.097 1.094
C -2.99002 -1.05519 1.44497 0.328 -1.289 -0.058
C -3.95660 -0.45692 -0.79306 0.497 -0.565 -0.122
C -3.24082 0.90877 -0.62349 0.406 0.364 -1.108
H -5.87328 1.27213 -1.06193 0.219 0.071 -0.185
H -3.75823 -3.35766 0.56847 0.208 0.147 0.029
H -2.05106 -1.85670 2.99894 -0.230 -0.091 -0.769
H -4.23573 -1.79618 -2.22633 -0.064 0.029 0.349
H 6.62235 -3.35090 -0.21267 -0.890 -0.224 0.578
H 0.37868 3.17759 0.67599 0.217 -0.786 0.236
H 6.42570 -1.05505 -1.48938 -0.119 -0.258 0.406
H 2.39295 -2.08731 2.03098 0.315 0.381 -0.506
H 3.50372 1.46079 -3.34411 -0.164 0.216 0.382
H 5.20121 1.08597 -3.49412 0.217 0.092 0.382
H 4.05824 -0.17655 -3.01380 0.178 0.282 0.166
H -1.18094 2.43429 2.42203 0.307 0.244 -0.188
H -0.22719 1.65732 3.70526 -0.401 -0.438 -0.225
H -3.96114 1.89485 -2.37529 0.029 -0.289 -0.238
H -3.60175 2.99943 -1.11536 0.081 0.418 0.482
H -1.27486 -0.06032 0.65152 0.245 -0.031 0.070
H -2.30575 -1.73410 -0.51258 0.145 -0.075 0.218
H -3.93080 -0.82466 1.96865 0.214 0.130 -0.217
H -4.97873 -0.39763 -0.43513 -0.320 0.088 0.253
H -2.29348 0.88147 -1.20016 -0.282 -0.269 0.013
```
Positions in Å, forces in eV/Å.

---

Number 1: calculated total energy -402.26975 Eh, F_max 5.503 eV Å⁻¹, highest occupied orbital energy -8.400 eV. Number 2: calculated total energy -708.94077 Eh, F_max 1.555 eV Å⁻¹, highest occupied orbital energy -3.591 eV. Number 3: calculated total energy -3524.66169 Eh, F_max 3.955 eV Å⁻¹, highest occupied orbital energy -1.324 eV. Number 4: calculated total energy -1488.32976 Eh, F_max 3.366 eV Å⁻¹, highest occupied orbital energy -8.478 eV.